The following is a DFT calculation (the ωB97M-V functional and the def2-TZVPD basis) of a structure of composition C10H14BBeN7O3.

Structure (XYZ):
```
36
C10H14BBeN7O3, DFT the ωB97M-V functional and the def2-TZVPD basis
H 1.056 -0.477 3.275
N 1.476 -0.841 1.196
B 2.695 -1.589 -0.910
N 2.582 -1.471 0.622
C 3.431 -1.923 1.575
Be 0.209 0.001 -0.294
H 4.346 -2.464 1.286
C 2.902 -1.569 2.800
H 3.364 -1.798 3.752
C 1.702 -0.891 2.520
H 3.675 -2.175 -1.237
C -1.453 0.800 -1.264
H -2.372 1.353 -0.956
H -1.858 -0.126 -1.808
H -0.890 1.570 -1.902
N 2.682 -0.170 -1.491
N 1.424 -2.308 -1.394
N 1.604 0.678 -1.192
N 0.165 -1.795 -1.064
C 3.585 0.469 -2.258
C 1.299 -3.457 -2.096
H 4.493 -0.057 -2.569
H 2.195 -4.007 -2.410
C 3.114 1.747 -2.487
C -0.049 -3.700 -2.266
C 1.895 1.840 -1.822
C -0.712 -2.640 -1.627
H 3.618 2.497 -3.073
H -0.461 -4.548 -2.794
H 1.252 2.704 -1.793
H -1.784 -2.532 -1.592
H -0.341 1.196 0.814
O -2.535 2.832 1.551
N -2.935 1.728 1.574
O -3.648 0.785 1.517
O -1.066 0.548 1.106
```

Calculated values
energy relative to the best compared isomer or geometry (same formula, charge and spin) = 1.7 kcal/mol
Kohn-Sham gap (spin up / spin down) = 0.3412 / 0.2246 hartree
molar mass = 300.1 u
LUMO (spin up / spin down) = 0.58 / -0.82 eV
maximum force = 5.04 eV/Å
total energy = -28244.07708 eV